C22H41Br5F7NNbO5S3 | the ωB97M-V functional and the def2-TZVPD basis

CARTESIAN COORDINATES (ANGSTROEM)
C 3.251390 -2.242035 0.496530
C 3.955027 -0.991838 -0.057979
O 3.239038 0.183856 0.272899
C 3.481524 0.687680 1.570736
C 2.646825 1.936310 1.748514
O 1.299868 1.546907 1.928080
C 0.399725 2.551048 2.344906
Nb -1.270550 1.908221 0.965686
Br -1.085240 -0.570263 1.191861
C -3.031658 2.188892 -0.373251
C -3.115671 1.060209 -1.391579
O -3.767524 1.439352 -2.619048
C -2.558935 2.544047 2.712846
C -3.082133 1.397237 3.591720
C -4.198267 0.612404 2.892322
S -4.425915 -1.055798 3.585143
C -4.904043 -1.918070 2.086868
S -6.477453 -2.142454 1.698949
N -3.810316 -2.388770 1.403350
C -2.971976 -3.336000 2.178646
C -3.744240 -4.384977 2.962789
C -3.993507 -2.799883 -0.002448
C -2.659604 -2.741573 -0.748126
S -1.225580 4.472136 0.543028
O -2.485614 5.053010 0.081541
O -0.605463 5.124325 1.704513
C 0.029156 5.091738 -0.769762
F 1.204166 4.444083 -0.568043
F 0.223438 6.390744 -0.516568
C -0.340387 4.944083 -2.290735
F -0.361695 6.163900 -2.879335
F -1.556273 4.385047 -2.433551
C 0.645959 4.116070 -3.157339
F 1.867251 4.645287 -3.112475
F 0.243589 4.142727 -4.417997
F 0.722820 2.865009 -2.783296
H 3.030148 -2.969478 -0.294962
H 3.823033 -2.750337 1.281714
H 2.290805 -1.934766 0.926370
H 4.005012 -1.037587 -1.151120
H 4.985697 -0.930947 0.303733
H 3.171301 -0.039548 2.340215
H 4.555863 0.905670 1.697375
H 2.748201 2.575182 0.856517
H 2.997312 2.507181 2.622956
H 0.124080 2.434407 3.402963
H 0.778356 3.557380 2.169747
H -0.025857 2.047941 -0.370924
H -3.024467 3.146194 -0.900911
H -3.930851 2.219639 0.260845
H -3.667228 0.218319 -0.946007
H -2.131395 0.694471 -1.707663
H -4.712364 1.275494 -2.510635
H -2.011312 3.254908 3.341365
H -3.423649 3.105448 2.327730
H -3.520113 1.872738 4.483236
H -2.304697 0.718373 3.966805
H -4.016770 0.521095 1.814650
H -5.160546 1.117885 3.039831
H -2.331357 -2.757769 2.853276
H -2.303571 -3.814324 1.458617
H -4.224487 -3.958827 3.849797
H -3.040964 -5.154335 3.303770
H -4.506073 -4.881238 2.350132
H -4.421294 -3.811889 -0.066042
H -4.722896 -2.107780 -0.433934
H -2.079782 -3.659919 -0.614728
H -2.836488 -2.628062 -1.822354
H -2.053819 -1.906090 -0.387139
Br -0.105626 -1.690159 -2.746590
C 1.596381 -1.166999 -3.508580
C 2.250026 -2.274039 -4.290642
Br 3.013460 -3.648503 -3.143251
H 2.212648 -0.831700 -2.679693
H 1.382470 -0.326242 -4.164899
H 3.080842 -1.884422 -4.873760
H 1.543913 -2.778735 -4.942056
Br 7.291377 -1.748939 -3.317843
C 8.102883 -3.277290 -2.439007
C 7.128057 -4.002228 -1.548691
Br 6.764014 -3.023016 0.085837
H 8.951986 -2.898374 -1.879258
H 8.446386 -3.935090 -3.233774
H 7.539801 -4.961251 -1.243393
H 6.169306 -4.152883 -2.035373

Cartesian forces, eV/Å:
C -0.14 -0.17 0.06
C -0.34 -0.20 0.28
O 0.22 0.22 -0.28
C -0.20 -0.19 -0.05
C 0.03 0.24 -0.21
O -0.03 -0.52 0.24
C -0.40 0.83 -0.46
Nb 0.63 -2.97 0.24
Br 0.22 0.67 0.38
C 0.14 0.57 -0.03
C -0.10 -0.29 0.02
O -0.23 -0.14 0.10
C 0.32 1.20 -0.21
C -0.19 0.04 0.17
C -0.20 0.12 -0.11
S -0.01 -0.12 0.49
C 0.36 -0.21 0.00
S 0.09 0.27 -0.28
N -0.94 -0.75 -0.23
C 0.78 0.56 0.15
C -0.02 -0.25 -0.02
C 0.03 0.09 0.15
C -0.12 -0.17 -0.18
S -0.01 0.61 0.56
O 0.21 0.20 0.08
O -0.32 0.18 -0.28
C -0.19 -0.45 -0.34
F 0.17 0.05 0.17
F 0.08 0.16 0.02
C -0.07 0.06 0.10
F -0.16 0.03 0.08
F 0.15 -0.04 -0.12
C 0.02 0.50 0.51
F 0.38 0.30 -0.03
F -0.32 0.08 -0.76
F -0.05 -0.96 0.35
H 0.12 0.16 0.22
H -0.06 0.10 -0.16
H 0.12 -0.03 -0.10
H -0.04 0.09 0.12
H -0.03 0.15 0.00
H 0.14 0.06 -0.11
H -0.15 0.04 -0.01
H -0.04 -0.08 0.15
H -0.07 -0.14 -0.07
H 0.02 -0.12 -0.14
H 0.06 -0.16 0.14
H -0.31 0.94 0.16
H 0.01 -0.20 0.06
H 0.16 -0.03 -0.07
H 0.27 -0.10 -0.09
H -0.08 0.04 0.09
H 0.20 0.19 0.01
H -0.12 -0.06 -0.05
H 0.12 -0.06 0.08
H 0.08 -0.25 -0.02
H 0.00 0.12 -0.30
H 0.04 -0.11 0.23
H 0.25 0.04 -0.27
H -0.13 -0.11 -0.10
H -0.14 0.09 0.10
H -0.01 -0.04 -0.18
H -0.11 0.12 -0.02
H 0.07 0.13 0.09
H -0.11 0.16 0.05
H 0.14 -0.15 0.03
H -0.02 0.09 -0.04
H -0.03 -0.01 0.11
H -0.36 -0.36 -0.45
Br 0.05 -0.06 0.02
C -0.04 0.08 0.10
C 0.01 0.01 -0.03
Br -0.02 -0.05 -0.03
H 0.01 0.07 0.00
H 0.02 0.00 -0.01
H 0.02 0.01 0.01
H 0.02 -0.01 -0.03
Br 0.00 0.03 0.02
C -0.03 0.03 -0.01
C -0.04 -0.02 0.03
Br 0.16 -0.13 -0.03
H 0.03 -0.02 -0.02
H -0.01 -0.01 -0.01
H 0.02 0.00 0.01
H -0.01 -0.02 -0.03

- E_HOMO (eV) = -5.559
- HOMO-LUMO gap (eV) = 7.2
- net charge = -1
- electronic energy (Ha) = -16114.42108